[1]
# Ca2H12N3O15

A molecular structure, Ca2H12N3O15 at a distorted geometry (ωB97M-V with the def2-TZVPD basis set, the OMol25 dataset).

Last column: natural (NBO) charge in e.
Atoms and positions in Å:
Ca: 1.577 -2.304 -0.800  1.88
Ca: -2.716 -1.319 2.524  1.02
N: -1.219 -4.018 0.459  0.76
O: -1.724 -5.085 0.379  -0.38
O: -1.845 -3.065 0.993  -0.69
O: -0.137 -3.875 -0.075  -0.67
N: 0.099 0.308 0.833  0.77
O: 0.136 1.508 0.985  -0.47
O: -0.697 -0.370 1.458  -0.63
O: 0.859 -0.185 0.056  -0.62
N: -1.585 -1.427 -2.778  0.74
O: -0.610 -1.481 -2.081  -0.69
O: -1.481 -1.493 -3.992  -0.53
O: -2.667 -1.234 -2.296  -0.48
O: 0.764 1.927 -2.154  -0.93
H: 0.802 1.255 -1.473  0.48
H: 1.370 1.619 -2.828  0.45
O: 2.391 -0.174 2.762  -0.91
H: 3.182 0.005 2.254  0.46
H: 2.090 -1.026 2.446  0.45
O: -2.208 2.715 0.133  -0.93
H: -1.598 2.163 0.623  0.46
H: -3.063 2.530 0.520  0.46
O: 0.678 4.257 -0.373  -0.94
H: 1.128 4.097 0.457  0.46
H: 0.445 3.385 -0.692  0.49
O: 0.098 1.001 3.953  -0.94
H: -0.782 1.258 4.230  0.46
H: 0.128 1.214 3.020  0.48
O: 2.148 -0.777 -2.462  -1.02
H: 1.479 -0.558 -3.110  0.54
H: 2.957 -0.853 -2.969  0.50

Output
HOMO (alpha / beta) (eV): -5.93 / -8.31
Expectation value of S²: 0.7503
Frontier orbital gap (alpha / beta) (eV): 3.19 / 5.56
Net charge: 0
LUMO energy (alpha / beta) (eV): -2.73 / -2.74
Multiplicity: 2


[2]
# C9H9N5O2S

C9H9N5O2S in the gas phase at a distorted geometry (ωB97M-V with the def2-TZVPD basis set, the OMol25 dataset).

Last column: natural (NBO) charge in e.
Atoms and positions in Å:
O: -0.108 0.453 -5.086  -0.52
N: -0.052 1.395 -4.030  0.06
N: -0.567 2.692 -4.062  0.02
N: -0.850 2.969 -2.824  -0.19
C: -0.527 1.889 -2.003  0.06
C: -0.462 1.784 -0.596  -0.16
C: -0.105 0.601 0.061  -0.07
C: 0.030 0.379 1.572  -0.44
C: 0.728 -0.991 2.003  0.09
N: -0.177 -2.074 1.795  -0.33
O: -0.617 -2.593 3.004  -0.33
C: 0.036 -1.965 4.063  0.37
S: -0.165 -2.217 5.732  -0.15
N: 0.827 -0.908 3.461  -0.63
C: 0.298 -0.388 -0.769  -0.15
C: 0.211 -0.285 -2.138  -0.25
C: -0.085 0.884 -2.753  0.05
H: -0.739 -0.222 -4.916  0.47
H: -0.672 2.624 -0.001  0.22
H: 0.615 1.276 1.800  0.24
H: -1.002 0.505 2.033  0.24
H: 1.666 -1.197 1.648  0.19
H: -0.957 -1.669 1.258  0.36
H: 1.531 -0.368 3.972  0.44
H: 0.534 -1.461 -0.500  0.22
H: 0.610 -1.114 -2.725  0.22

Output
Energy relative to the best compared isomer or geometry (same formula, charge and spin) (kcal per mole): 87.5
HOMO (eV): -8.91
Structure (SMILES): On1nnc2cc(C[C@@H]3NOC(=S)N3)ccc21
Frontier orbital gap (eV): 8.54
Net charge: 0
LUMO energy (eV): -0.37


[3]
# C6H4S

A molecular structure, C6H4S at a distorted geometry (ωB97M-V with the def2-TZVPD basis set, the OMol25 dataset).

Last column: Mulliken charge in e.
Atoms and positions in Å:
C: 1.158 0.658 0.948  0.34
C: 1.670 0.249 2.030  -0.41
C: -1.403 0.675 -0.063  -0.71
C: -1.048 -0.553 -0.478  0.07
C: 0.508 0.886 -0.295  -0.43
C: 0.397 -0.633 -0.597  -0.22
S: 1.233 -1.363 0.976  -0.04
H: -2.369 1.003 0.350  0.33
H: -1.657 -1.562 -0.440  0.23
H: 0.795 1.714 -0.914  0.42
H: 0.716 -1.074 -1.516  0.43

Output
Energy relative to the best compared isomer or geometry (same formula, charge and spin) (kcal per mole): 104.7
HOMO (eV): -8.46
Frontier orbital gap (eV): 8.66
Net charge: 0
LUMO energy (eV): 0.20


[4]
# C5H3BiCl2NO3Tl

A molecular structure, C5H3BiCl2NO3Tl at a distorted geometry (ωB97M-V with the def2-TZVPD basis set, the OMol25 dataset).

Last column: Mulliken charge in e.
Atoms and positions in Å:
Bi: -1.879 -0.617 -3.772  1.67
Tl: 2.206 -0.276 0.057  1.33
Cl: -2.116 -2.019 -1.771  -0.05
Cl: 1.685 1.934 -1.358  0.11
C: 2.317 2.728 0.990  0.28
C: 0.476 -1.082 -3.358  0.35
C: 0.174 1.648 -4.068  0.05
O: 1.943 3.811 0.895  0.02
O: 1.384 -1.566 -2.869  -0.03
O: 1.103 2.242 -4.369  0.01
C: -1.574 -1.221 3.590  -0.71
C: -0.522 -0.956 2.641  0.34
N: 0.321 -0.743 1.873  -0.34
H: -1.216 -1.945 4.342  0.33
H: -2.439 -1.641 3.079  0.31
H: -1.863 -0.297 4.098  0.33

Output
Energy relative to the best compared isomer or geometry (same formula, charge and spin) (kcal per mole): 0.0
HOMO (alpha / beta) (eV): -24.57 / -24.71
Frontier orbital gap (alpha / beta) (eV): 4.97 / 5.46
Net charge: +4
LUMO energy (alpha / beta) (eV): -19.61 / -19.25


[5]
# C3H10S3

2 unconnected molecules or ions with the total composition C3H10S3 at a distorted geometry (ωB97M-V with the def2-TZVPD basis set, the OMol25 dataset).

Last column: natural (NBO) charge in e.
Atoms and positions in Å:
C: -0.808 -3.649 -4.426  -0.65
C: -0.839 -3.551 -2.905  -0.51
S: 0.843 -3.260 -2.223  -0.05
H: 0.186 -3.949 -4.774  0.22
H: -1.184 -2.710 -4.842  0.21
H: -1.348 -4.334 -5.101  0.23
H: -1.550 -2.760 -2.698  0.23
H: -1.030 -4.506 -2.430  0.22
H: 0.635 -2.005 -1.801  0.12
C: 0.397 1.995 0.804  -0.74
S: 0.247 3.396 1.953  0.07
S: -0.370 2.462 3.694  -0.15
H: 0.628 1.015 1.207  0.23
H: 1.177 2.289 0.103  0.23
H: -0.556 1.946 0.279  0.22
H: -0.763 3.661 4.150  0.14

Output
Energy relative to the best compared isomer or geometry (same formula, charge and spin) (kcal per mole): 26.1
HOMO (eV): -8.11
Structure (SMILES): CCS.CSS
Frontier orbital gap (eV): 8.61
Net charge: 0
LUMO energy (eV): 0.50


[6]
# C5H8N

A molecular structure, C5H8N at a distorted geometry (ωB97M-V with the def2-TZVPD basis set, the OMol25 dataset).

Last column: natural (NBO) charge in e.
Atoms and positions in Å:
C: 0.192 -0.596 0.161  0.10
C: 1.164 0.382 -0.597  -0.40
C: 2.342 -0.137 0.247  -0.25
C: -1.309 -0.718 0.300  0.25
C: -2.275 0.378 0.044  -0.73
N: 1.177 -0.869 0.941  -0.14
H: 0.843 1.466 -0.449  0.25
H: 1.100 0.294 -1.713  0.26
H: 2.892 -0.786 -0.346  0.24
H: 2.874 0.578 0.895  0.26
H: -1.630 -1.845 0.547  0.27
H: -2.412 0.972 0.936  0.32
H: -3.277 -0.094 -0.223  0.29
H: -1.680 0.975 -0.744  0.28

Output
Energy relative to the best compared isomer or geometry (same formula, charge and spin) (kcal per mole): 127.8
HOMO (alpha / beta) (eV): -14.74 / -14.08
Frontier orbital gap (alpha / beta) (eV): 7.71 / 6.45
Net charge: +1
LUMO energy (alpha / beta) (eV): -7.03 / -7.63


[7]
# C29H46BrF2IN2O7P3

3 unconnected molecules or ions with the total composition C29H46BrF2IN2O7P3 at a distorted geometry (ωB97M-V with the def2-TZVPD basis set, the OMol25 dataset).

Last column: Mulliken charge in e.
Atoms and positions in Å:
C: 1.668 4.774 3.775  -1.16
C: 0.498 3.991 4.442  -0.15
O: 0.190 2.753 3.788  -0.32
C: 0.923 1.675 4.242  -0.61
O: 2.196 1.703 3.601  -0.31
C: 3.108 0.718 4.042  -1.61
C: 2.433 -0.566 4.682  1.05
C: 2.386 -0.349 6.269  -0.55
C: 2.980 -1.470 7.178  -0.39
O: 2.525 -2.533 7.383  -0.36
I: 4.829 -0.998 8.259  0.09
P: 3.783 -1.882 4.454  0.40
O: 4.211 -2.074 3.037  -0.72
N: 1.125 -0.886 4.041  0.20
Br: 0.234 -2.232 5.161  0.12
C: 1.178 -1.617 2.732  -2.12
C: 1.780 -0.854 1.515  0.11
P: 0.665 -1.142 0.035  0.86
O: -0.458 -0.180 -0.028  -0.85
O: 0.114 -2.674 0.020  -0.41
C: 0.359 -3.376 -1.240  -0.04
C: 1.808 -3.946 -1.195  -1.02
O: 1.619 -0.837 -1.273  -0.32
C: 2.089 0.533 -1.284  -0.29
C: 1.643 1.298 -2.560  -0.96
C: 0.153 0.308 4.066  0.17
N: -0.662 0.440 2.862  -0.32
P: -1.107 0.171 5.529  0.19
C: -2.777 -0.347 4.921  -1.17
C: -1.408 1.866 6.275  -0.12
C: -2.575 1.823 7.328  -1.29
H: 1.839 5.707 4.350  0.41
H: 2.612 4.199 3.847  0.22
H: 1.483 4.974 2.707  0.31
H: -0.395 4.635 4.297  0.38
H: 0.639 3.913 5.538  0.27
H: 1.120 1.842 5.334  0.32
H: 3.603 0.334 3.119  0.48
H: 3.930 1.118 4.665  0.53
H: 3.013 0.540 6.476  0.71
H: 1.389 -0.095 6.679  0.08
H: 4.899 -1.351 5.167  0.12
H: 3.362 -3.139 4.968  0.20
H: 1.716 -2.584 2.804  0.68
H: 0.172 -1.967 2.423  1.14
H: 1.825 0.245 1.608  0.12
H: 2.776 -1.204 1.184  0.79
H: 0.193 -2.739 -2.130  0.00
H: -0.377 -4.200 -1.323  0.42
H: 2.558 -3.150 -1.032  0.25
H: 2.006 -4.433 -2.168  0.41
H: 1.889 -4.654 -0.348  0.30
H: 3.199 0.507 -1.281  0.37
H: 1.763 1.130 -0.412  0.23
H: 2.489 1.443 -3.263  0.34
H: 0.851 0.774 -3.131  0.03
H: 1.297 2.324 -2.314  0.32
H: -1.213 -0.394 2.640  0.33
H: -1.396 1.133 3.026  0.42
H: -2.661 -1.344 4.444  0.43
H: -3.269 0.341 4.210  0.37
H: -3.387 -0.538 5.828  0.42
H: -1.765 2.527 5.451  0.24
H: -0.495 2.339 6.673  0.26
H: -2.556 2.730 7.954  0.38
H: -3.546 1.804 6.798  0.30
H: -2.474 0.882 7.901  0.36
F: 0.743 -0.599 -4.593  -0.29
C: -0.494 -0.741 -5.113  0.27
C: -0.651 -0.779 -6.485  -0.73
C: -1.925 -0.929 -7.016  0.08
C: -3.023 -1.029 -6.170  -0.53
C: -2.849 -0.985 -4.792  -0.63
C: -1.575 -0.845 -4.257  -0.03
H: 0.216 -0.691 -7.128  0.45
H: -2.060 -0.968 -8.086  0.17
H: -4.017 -1.142 -6.586  0.39
H: -3.705 -1.058 -4.133  0.38
H: -1.417 -0.815 -3.185  0.44
F: -1.296 0.043 -9.875  -0.32
C: -2.392 0.140 -10.655  0.48
C: -3.221 -0.957 -10.793  -0.36
C: -4.352 -0.853 -11.592  -0.42
C: -4.632 0.338 -12.249  -0.47
C: -3.785 1.430 -12.103  -0.33
C: -2.659 1.334 -11.297  -0.49
H: -2.982 -1.880 -10.279  0.42
H: -5.014 -1.703 -11.703  0.36
H: -5.512 0.415 -12.876  0.37
H: -4.001 2.357 -12.619  0.36
H: -1.992 2.176 -11.164  0.40

Output
HOMO (eV): -10.44
Frontier orbital gap (eV): 5.54
Net charge: +1
LUMO energy (eV): -4.90


[8]
# C43H42CaP2

A molecular structure, C43H42CaP2 at a distorted geometry (ωB97M-V with the def2-TZVPD basis set, the OMol25 dataset).

Last column: Mulliken charge in e.
Atoms and positions in Å:
Ca: 2.417 4.787 1.064  1.96
C: 0.260 -1.744 2.175  -0.28
C: 1.120 -1.381 3.144  -0.52
C: 2.603 -1.592 3.182  -1.23
C: 3.360 -0.789 2.111  0.26
C: 3.664 -1.501 0.831  -0.55
C: 3.035 -2.574 0.339  -0.28
C: 1.873 -3.336 0.900  -1.19
C: 0.527 -2.569 0.959  0.60
C: 1.465 4.329 -1.133  -1.70
H: -0.770 -1.387 2.240  0.30
H: 0.713 -0.866 4.023  0.44
H: 2.897 -2.648 3.177  0.47
H: 2.930 -1.205 4.159  0.38
H: 2.812 0.134 1.870  -0.23
H: 4.319 -0.471 2.547  0.45
H: 4.472 -1.066 0.235  0.32
H: 3.358 -2.964 -0.631  0.33
H: 2.082 -3.770 1.880  0.33
H: 1.696 -4.168 0.193  0.39
H: 0.439 -1.938 0.060  -0.38
H: -0.294 -3.310 0.854  0.43
H: 0.435 4.052 -0.812  0.49
H: 1.922 3.448 -1.622  0.25
H: 1.414 5.182 -1.826  0.31
P: 2.291 6.180 3.443  -0.03
P: 4.521 6.632 0.965  0.25
C: 4.022 5.668 3.529  -0.69
C: 4.961 6.023 2.605  -0.81
C: 2.238 7.476 4.739  0.60
C: 3.132 7.399 5.818  -0.14
C: 3.201 8.421 6.765  -0.73
C: 2.357 9.528 6.664  -0.39
C: 1.444 9.609 5.607  -0.63
C: 1.388 8.598 4.643  -0.44
C: 1.537 4.658 4.205  0.58
C: 1.742 3.415 3.574  -0.68
C: 0.922 2.329 3.883  -1.00
C: 0.021 2.432 4.948  -0.68
C: -0.063 3.622 5.699  -0.78
C: 0.669 4.742 5.293  -0.67
C: 5.733 8.042 0.938  0.52
C: 5.671 8.982 1.984  -0.46
C: 6.662 9.957 2.111  -0.66
C: 7.713 10.014 1.193  -0.46
C: 7.775 9.089 0.151  -0.62
C: 6.788 8.110 0.017  -0.29
C: 5.372 5.357 -0.096  0.27
C: 5.037 5.290 -1.469  -0.32
C: 5.676 4.357 -2.285  -0.69
C: 6.624 3.481 -1.750  -0.47
C: 6.948 3.545 -0.391  -0.73
C: 6.331 4.486 0.433  -0.08
H: 4.311 5.112 4.421  0.65
H: 6.034 6.018 2.833  0.90
H: 3.800 6.549 5.927  0.32
H: 3.922 8.349 7.582  0.37
H: 2.418 10.329 7.403  0.37
H: 0.780 10.473 5.537  0.37
H: 0.679 8.677 3.818  0.41
H: 2.531 3.247 2.822  1.29
H: 0.985 1.422 3.279  0.43
H: -0.594 1.568 5.200  0.41
H: -0.720 3.681 6.562  0.38
H: 0.568 5.690 5.824  0.34
H: 4.866 8.929 2.717  0.40
H: 6.617 10.668 2.928  0.40
H: 8.484 10.773 1.294  0.37
H: 8.594 9.118 -0.561  0.39
H: 6.854 7.380 -0.791  0.35
H: 4.275 5.965 -1.876  0.28
H: 5.422 4.316 -3.346  0.42
H: 7.112 2.747 -2.391  0.39
H: 7.680 2.865 0.036  0.42
H: 6.591 4.528 1.493  0.32
C: 1.305 2.590 0.710  0.04
C: 0.558 1.699 0.237  -1.80
C: -0.326 0.721 -0.288  0.99
C: -1.569 0.590 0.369  -0.36
C: -2.516 -0.302 -0.129  -0.50
C: -2.195 -1.138 -1.211  -0.43
C: -0.970 -0.988 -1.878  -0.31
C: -0.003 -0.096 -1.403  -0.59
H: -1.759 1.215 1.258  0.41
H: -3.508 -0.319 0.324  0.38
H: -2.918 -1.884 -1.554  0.39
H: -0.767 -1.566 -2.784  0.34
H: 0.993 -0.013 -1.863  0.36

Output
HOMO (eV): -5.84
Frontier orbital gap (eV): 5.32
Net charge: 0
LUMO energy (eV): -0.52